Here is a structure of composition C44H73AsF6N5O12S6 at a distorted geometry from OMol25. Energies are from wB97M-V/def2-TZVPD.

Calculated values
* total charge: -1
* multiplicity: 1
* orbital gap: 0.3053 Ha

```
147
C44H73AsF6N5O12S6 | OMol25 | wB97M-V/def2-TZVPD
C 15.3032 1.7145 24.9991
O 14.7552 4.4684 20.1261
C 5.2659 7.6650 23.7942
C 6.2012 2.2942 23.8001
H 12.1769 9.3258 22.5322
H 8.0221 6.9273 23.4854
H 10.6737 9.7282 19.6994
H 13.4093 1.7015 20.2143
O 11.8534 -1.7901 25.9416
H 12.6612 7.6949 24.6786
H 14.1993 4.4780 23.2759
F 9.0972 3.1190 23.7757
As 10.0372 3.7623 22.4756
F 10.8331 4.3939 21.0799
O 8.9425 8.9554 22.4662
O 17.7266 2.6647 24.4712
C 6.8407 6.3724 18.7923
H 15.7883 1.7871 25.9742
H 11.8669 0.1516 24.1086
C 12.0124 -1.5088 20.5821
H 9.6575 0.2575 27.5409
C 11.9285 8.4889 24.5657
C 5.8679 6.4092 23.1798
H 12.1012 11.7845 19.7538
O 8.1207 6.8991 26.1868
O 11.1163 4.7629 30.1114
H 8.0694 3.8276 26.9014
H 7.3356 0.8713 20.0389
H 8.6485 9.4008 25.0585
H 14.8938 0.7109 24.9132
H 5.3357 5.4642 23.2968
O 10.2817 11.0662 22.7915
S 6.9136 6.4805 25.5091
H 14.2068 5.0871 17.5784
H 6.3703 8.7254 25.2767
H 9.9401 5.4732 26.8963
H 14.7093 3.5773 16.8545
C 11.4432 -1.1070 18.4484
H 10.1769 4.2598 25.6964
H 11.1957 7.8916 22.4994
H 14.5710 8.2914 20.2271
C 10.5071 -0.5173 19.2603
H 10.8496 8.8648 26.5094
H 8.2436 0.7899 25.7739
H 12.4653 9.3932 24.8900
C 7.3356 7.2726 17.8850
H 8.1938 4.0023 17.4346
H 5.8458 5.9693 18.8610
C 11.4966 8.7228 23.1345
H 9.9353 6.3749 19.6908
H 8.6264 2.9012 29.4380
C 14.9530 3.8725 23.7870
F 11.5414 3.3126 23.1739
C 9.6747 -0.5603 26.8151
H 4.1714 7.6099 23.7910
C 12.4182 8.5678 20.0169
H 9.1012 0.6191 23.6255
O 15.6964 2.4167 19.0169
C 15.8438 3.1513 22.7616
H 5.1976 1.2103 18.8110
C 12.3163 2.3702 18.3178
C 4.9637 0.6307 24.7423
C 8.1796 2.5347 18.9836
H 11.8442 4.4346 17.6412
C 7.2420 6.2291 23.7903
C 12.3577 -1.7927 19.2884
H 5.9019 -0.9292 23.4824
H 10.2666 7.5472 25.6476
O 16.9532 0.7295 23.1086
H 4.7983 2.8473 25.2749
C 14.0384 4.0101 17.5955
H 9.4597 -1.4971 27.3155
H 7.8689 5.2401 20.2690
H 6.6811 7.8570 17.2539
C 10.1557 4.4093 26.7790
N 10.8655 -0.7574 20.5518
C 5.1591 2.0414 24.6492
F 10.0462 5.2697 23.2916
C 13.1233 2.5439 19.5776
C 9.0126 6.6118 19.1906
O 11.2618 2.3241 29.5734
C 12.5014 10.7867 19.7086
S 9.9873 9.6980 23.1413
C 14.2786 2.7767 24.6231
H 12.4645 3.2682 16.4639
H 12.4571 -1.7659 21.5278
H 12.0863 4.9929 27.4924
C 10.6857 8.5374 25.4783
C 6.3567 2.6831 17.6219
H 7.6943 5.2569 23.6198
C 9.5918 -0.0268 24.3396
H 13.2129 -2.3863 19.0102
F 8.5555 4.1835 21.6494
S 14.6437 3.3806 19.1857
H 11.2783 2.2022 18.5948
O 12.1659 0.4207 27.0550
H 16.7212 3.7132 22.4649
O 6.1645 5.3786 26.0609
H 5.4051 8.5742 23.2111
H 6.7378 3.2148 23.6798
C 12.5709 3.6454 17.4867
H 12.6030 3.1672 20.3044
H 15.5162 4.6157 24.3579
S 16.6486 1.9306 23.8496
C 13.7380 8.9231 19.9845
H 5.9512 6.5210 22.0952
C 8.6971 7.5115 18.2049
H 4.9364 7.7753 25.9820
C 5.7632 0.1065 23.7557
H 10.3441 -0.5050 21.3714
H 13.7276 3.1721 25.4728
H 12.6770 1.4511 17.8543
S 11.3814 -0.4601 26.2397
H 9.2106 2.4927 27.0131
H 15.1633 2.7232 22.0380
N 7.2229 1.6028 19.3642
C 11.4499 4.1130 27.5453
H 9.0325 2.7296 19.6077
C 6.1045 1.7552 18.6013
S 10.8903 3.6623 29.2044
H 7.9412 -0.8042 25.4157
H 8.7235 4.6043 29.1242
C 9.0289 3.5289 27.3205
H 14.6867 10.9037 19.7234
N 11.6739 9.7030 19.8073
C 13.7836 10.3132 19.7032
H 11.0050 1.4750 24.9292
C 9.1458 3.6399 28.8319
C 8.7856 -0.1561 25.6650
H 5.6684 3.0303 16.8717
H 12.0171 3.2964 27.0946
F 10.0284 2.1895 21.7206
H 9.7600 -1.0368 23.9375
H 4.3231 0.0738 25.4011
H 9.4063 8.1332 17.6830
C 7.6298 3.2320 17.9413
H 10.0538 10.5654 25.2123
N 6.5382 1.0910 23.2169
C 10.9967 0.4037 24.7155
H 13.5717 2.3015 23.9395
N 7.8741 5.9981 19.6007
H 11.4533 -1.0730 17.3717
H 9.5710 -0.0740 18.9635
H 7.2390 0.9186 22.5221
H 11.8949 7.6260 20.0039
C 9.7120 9.5677 24.9324
C 5.7458 7.8339 25.2681
```

Löwdin population analysis, charges in e, atoms 1 to 99: -0.219, -0.335, -0.196, -0.126, 0.087, 0.090, 0.140, 0.110, -0.319, 0.116, 0.107, -0.226, 0.716, -0.234, -0.344, -0.328, -0.156, 0.107, 0.104, -0.133, 0.089, -0.180, -0.208, 0.108, -0.327, -0.335, 0.100, 0.122, 0.080, 0.100, 0.112, -0.333, 0.669, 0.101, 0.086, 0.090, 0.100, -0.120, 0.090, 0.088, 0.092, -0.153, 0.119, 0.102, 0.117, -0.125, 0.096, 0.106, -0.228, 0.086, 0.106, -0.222, -0.218, -0.199, 0.109, -0.158, 0.062, -0.313, -0.204, 0.104, -0.201, -0.096, -0.140, 0.114, -0.243, -0.107, 0.107, 0.076, -0.333, 0.089, -0.216, 0.108, 0.100, 0.085, -0.219, 0.019, -0.103, -0.214, -0.252, -0.147, -0.318, -0.138, 0.666, -0.213, 0.111, 0.107, 0.103, -0.213, -0.098, 0.059, -0.218, 0.090, -0.251, 0.657, 0.093, -0.318, 0.105, -0.317, 0.113